[1]
DFT (ωB97M-V with the def2-TZVPD basis set) results for an isolated ion of composition C3H7NO2P and charge -1.

Geometry (Å):
C1 0.634 -0.536 -0.278
C2 2.067 -0.413 0.116
C3 -0.372 0.590 0.090
N1 2.566 0.520 0.775
O1 -2.342 -1.290 0.611
O2 -3.094 1.052 0.094
P1 -2.117 -0.058 -0.100
H1 0.561 -0.419 -1.518
H2 0.099 -1.471 -0.019
H3 -1.866 -0.278 -1.471
H4 2.688 -1.345 0.114
H5 -0.519 0.918 1.189
H6 -0.067 1.431 -0.498
H7 1.763 1.300 0.895

Output
- Molecular weight: 120.07 g/mol
- Kohn-Sham gap: 0.324 Ha
- E_HOMO: -4.83 eV
- LUMO level: 3.98 eV
- Energy above the lowest of the compared OMol25 structures with the same formula, charge and spin: 1.582 eV
- Net charge: -1
- SMILES: [H]/N=C\CC[P@@H](=O)[O-]
- Electronic energy: -665.1637 a.u.

Okay, here come the Mulliken numbers, in e, for every atom: C -0.2740; C -0.0066; C -0.9890; N -0.7228; O -0.6838; O -0.7402; P 0.6021; H 0.1391; H 0.3382; H -0.0788; H 0.3225; H 0.3017; H 0.4407; H 0.3507


[2]
DFT (ωB97M-V with the def2-TZVPD basis set) results for C4H6NO as an isolated structure.

Geometry (Å):
C1 0.852 -0.030 -0.317
C2 -0.525 0.175 0.146
C3 0.904 -0.627 1.130
C4 -1.517 1.204 -0.322
N1 1.246 -1.517 0.100
O1 -0.556 -0.546 1.172
H1 2.424 1.111 -0.880
H2 -1.609 1.906 0.482
H3 -2.599 0.796 -0.285
H4 -1.358 1.670 -1.336
H5 0.564 -2.411 0.016
H6 2.175 -1.732 0.093

Output
- Molecular weight: 84.10 g/mol
- Kohn-Sham gap (alpha / beta): 0.295 / 0.273 Ha
- E_HOMO (alpha / beta): -14.13 / -14.11 eV
- LUMO level (alpha / beta): -6.11 / -6.67 eV
- Energy above the lowest of the compared OMol25 structures with the same formula, charge and spin: 9.067 eV
- Net charge: +1
- Electronic energy: -285.3890 a.u.

Okay, here come the Mulliken numbers, in e, for every atom: C -0.0307; C 0.7031; C -0.5213; C -1.0287; N -0.0151; O -0.1776; H 0.4027; H 0.3382; H 0.3480; H 0.3313; H 0.3534; H 0.2966


Question: The lowest net charge belongs to which entry?
Answer: C3H7NO2P


Question: Which of these has the highest energy above the lowest of the compared OMol25 structures with the same formula, charge and spin?
Answer: C4H6NO


Question: The highest electronic energy belongs to which entry?
Answer: C4H6NO


Question: Look up the energy above the lowest of the compared OMol25 structures with the same formula, charge and spin of the first one.
Answer: 1.582 eV